Record 1
Here is a molecular structure, C39H36CsNSb2 from the OMol25 dataset. Energies are from ωB97M-V/def2-TZVPD.

Element x y z (Å)
1 Cs 0.04 -0.55 0.00
2 N -3.04 -0.95 0.69
3 C -3.28 -2.27 1.19
4 C -4.43 -2.94 0.80
5 C -4.68 -4.24 1.21
6 C -3.76 -4.88 2.03
7 C -2.60 -4.22 2.40
8 C -2.33 -2.91 1.99
9 C -1.01 -2.30 2.37
10 C -0.95 -1.25 3.28
11 C 0.28 -0.68 3.63
12 C 1.44 -1.23 3.10
13 C 1.35 -2.28 2.19
14 C 0.13 -2.82 1.72
15 H -3.89 -0.57 0.28
16 H -2.75 -0.33 1.43
17 H -5.15 -2.43 0.16
18 H -5.59 -4.74 0.90
19 H -3.93 -5.90 2.35
20 H -1.85 -4.72 3.00
21 H -1.86 -0.86 3.74
22 H 0.32 0.15 4.32
23 H 2.41 -0.83 3.39
24 H 2.27 -2.66 1.75
25 C 2.04 -0.71 -4.39
26 C 3.07 -0.30 -3.32
27 C 2.44 0.17 -2.01
28 Sb 3.76 0.79 -0.41
29 C 4.93 2.15 -1.58
30 C 4.32 2.98 -2.52
31 C 5.08 3.91 -3.24
32 C 6.44 4.02 -3.00
33 C 7.05 3.20 -2.06
34 C 6.30 2.28 -1.35
35 C 5.09 -0.88 -0.51
36 C 5.03 -1.82 0.52
37 C 5.87 -2.93 0.51
38 C 6.80 -3.09 -0.51
39 C 6.87 -2.15 -1.53
40 C 6.02 -1.05 -1.53
41 Sb 0.42 -1.94 -3.65
42 C 1.65 -3.32 -2.57
43 C 1.16 -3.80 -1.35
44 C 1.96 -4.60 -0.54
45 C 3.23 -4.95 -0.95
46 C 3.72 -4.49 -2.17
47 C 2.94 -3.67 -2.97
48 C 0.08 -3.03 -5.47
49 C 1.09 -3.72 -6.13
50 C 0.82 -4.40 -7.31
51 C -0.46 -4.40 -7.84
52 C -1.47 -3.71 -7.19
53 C -1.20 -3.03 -6.01
54 H 2.53 -1.24 -5.22
55 H 1.56 0.17 -4.82
56 H 3.73 0.47 -3.73
57 H 3.72 -1.15 -3.09
58 H 1.87 -0.64 -1.56
59 H 1.72 0.98 -2.17
60 H 3.26 2.91 -2.72
61 H 4.60 4.54 -3.97
62 H 7.03 4.74 -3.56
63 H 8.12 3.28 -1.88
64 H 6.79 1.64 -0.62
65 H 4.32 -1.70 1.33
66 H 5.81 -3.65 1.32
67 H 7.46 -3.94 -0.51
68 H 7.60 -2.27 -2.33
69 H 6.11 -0.31 -2.32
70 H 0.17 -3.56 -0.98
71 H 1.56 -4.91 0.42
72 H 3.86 -5.58 -0.32
73 H 4.73 -4.76 -2.49
74 H 3.35 -3.30 -3.90
75 H 2.10 -3.75 -5.72
76 H 1.62 -4.94 -7.81
77 H -0.67 -4.93 -8.76
78 H -2.48 -3.70 -7.60
79 H -2.01 -2.50 -5.50

The HOMO-LUMO gap is 0.2257 Ha. Its energy above the lowest of the compared OMol25 structures with the same formula, charge and spin is 0.0 kcal per mole.

These are the Mulliken partial charges, in e, on atoms 1 to 6: 1.563, -0.408, 0.441, -0.784, -0.514, -0.867

Record 2
Here is 7 unconnected molecules or ions with the total composition C39H36F6N2O21S in a non-equilibrium geometry from the OMol25 dataset. Energies are from ωB97M-V/def2-TZVPD.

Element x y z (Å)
1 C -2.39 0.85 0.04
2 C -1.75 0.66 -0.98
3 C -0.74 -0.02 -1.93
4 C 0.66 -0.26 -1.26
5 C 0.60 -0.91 0.18
6 C 1.62 -0.22 1.14
7 C 2.95 -0.37 0.88
8 N 3.47 -1.12 -0.25
9 C 3.92 -0.35 -1.10
10 S 4.11 0.71 -2.29
11 C 3.96 0.33 1.83
12 O 5.14 0.03 1.71
13 C 3.52 1.38 2.86
14 C 2.20 1.57 3.12
15 C 1.68 2.61 4.13
16 C 2.20 4.06 3.90
17 C 1.32 4.88 2.89
18 O 0.24 4.42 2.58
19 N 1.79 6.16 2.43
20 C 2.75 6.08 1.36
21 C 3.59 4.94 1.05
22 C 4.55 4.98 -0.04
23 C 4.69 6.17 -0.85
24 C 3.83 7.30 -0.57
25 C 2.87 7.26 0.51
26 C 1.21 0.63 2.35
27 O 0.05 0.57 2.71
28 H -2.86 1.07 1.01
29 H -0.59 0.73 -2.75
30 H -1.17 -0.92 -2.42
31 H 1.24 0.69 -1.21
32 H 1.24 -0.96 -1.91
33 H 0.94 -1.97 0.09
34 H -0.42 -0.93 0.63
35 H 4.30 1.98 3.37
36 H 0.57 2.52 4.20
37 H 2.07 2.29 5.14
38 H 2.10 4.59 4.88
39 H 3.29 4.10 3.66
40 H 1.03 6.80 2.23
41 H 3.52 4.01 1.63
42 H 5.21 4.10 -0.24
43 H 5.46 6.17 -1.65
44 H 3.95 8.19 -1.23
45 H 2.25 8.16 0.65
46 C -4.93 -3.43 -2.59
47 C -3.73 -3.40 -3.49
48 O -2.68 -3.02 -2.61
49 C -3.04 -3.48 -1.37
50 O -2.30 -3.58 -0.45
51 O -4.36 -3.82 -1.34
52 F -3.86 -2.45 -4.45
53 H -5.40 -2.45 -2.48
54 H -5.68 -4.15 -2.92
55 H -3.48 -4.36 -3.95
56 C -9.50 -6.50 -2.07
57 C -9.95 -5.21 -2.70
58 O -8.73 -4.64 -3.15
59 C -7.90 -5.69 -3.42
60 O -6.90 -5.60 -4.06
61 O -8.36 -6.84 -2.87
62 F -10.50 -4.39 -1.78
63 H -9.19 -6.38 -1.03
64 H -10.26 -7.28 -2.12
65 H -10.63 -5.33 -3.54
66 C 7.86 0.96 0.45
67 C 9.27 0.64 0.85
68 O 10.02 1.67 0.25
69 C 9.18 2.75 0.18
70 O 9.53 3.87 -0.02
71 O 7.88 2.39 0.38
72 F 9.67 -0.55 0.33
73 H 7.60 0.55 -0.53
74 H 7.13 0.61 1.17
75 H 9.44 0.64 1.93
76 C 3.79 1.70 -6.50
77 C 2.97 2.39 -5.45
78 O 2.14 3.25 -6.21
79 C 1.97 2.63 -7.41
80 O 1.13 2.92 -8.20
81 O 2.88 1.64 -7.59
82 F 3.75 3.15 -4.64
83 H 4.67 2.28 -6.79
84 H 4.11 0.70 -6.19
85 H 2.36 1.72 -4.84
86 C -7.70 -11.18 -1.50
87 C -8.46 -10.54 -0.36
88 O -9.39 -9.71 -1.03
89 C -9.64 -10.32 -2.23
90 O -10.56 -10.05 -2.93
91 O -8.70 -11.26 -2.51
92 F -7.65 -9.77 0.39
93 H -6.88 -10.56 -1.85
94 H -7.32 -12.16 -1.24
95 H -8.99 -11.25 0.28
96 C 0.54 4.26 8.77
97 C 0.12 5.55 8.11
98 O 1.35 6.12 7.71
99 C 2.19 5.07 7.49
100 O 3.21 5.15 6.89
101 O 1.71 3.92 8.03
102 F -0.48 6.38 9.00
103 H 0.80 4.40 9.82
104 H -0.22 3.48 8.69
105 H -0.53 5.41 7.24

Its structure (SMILES) is C#CCCCC1=C(N=C=S)C(=O)C=C(CCC(=O)Nc2ccccc2)C1=O.O=C1OC[C@@H](F)O1.O=C1OC[C@@H](F)O1.O=C1OC[C@@H](F)O1.O=C1OC[C@@H](F)O1.O=C1OC[C@@H](F)O1.O=C1OC[C@@H](F)O1. The HOMO-LUMO gap is 0.2600 Ha.

These are the Mulliken partial charges, in e, on atoms 1 to 6: -0.111, -0.452, -0.359, -0.498, -0.931, 0.172

Record 3
Here is a molecular structure, C39H36HgN14O4 in a non-equilibrium geometry from the OMol25 dataset. Energies are from ωB97M-V/def2-TZVPD.

Element x y z (Å)
1 Hg 12.87 14.64 14.10
2 O 10.02 12.60 9.80
3 C 9.44 11.94 10.86
4 C 9.01 10.63 10.67
5 C 8.43 9.89 11.71
6 C 8.28 10.53 12.97
7 C 8.81 11.77 13.18
8 C 9.33 12.56 12.11
9 C 9.93 13.86 12.44
10 O 10.72 14.43 11.64
11 N 9.58 14.36 13.67
12 N 10.31 15.46 14.04
13 C 9.71 16.43 14.66
14 C 10.49 17.59 15.22
15 C 9.84 18.45 16.22
16 C 10.64 19.32 16.92
17 C 11.98 19.45 16.68
18 C 12.61 18.71 15.73
19 C 11.87 17.82 14.90
20 O 12.35 17.17 13.94
21 H 10.41 13.46 10.13
22 H 9.21 10.20 9.70
23 H 8.02 8.92 11.54
24 H 7.75 10.07 13.73
25 H 8.75 12.33 14.09
26 H 8.63 16.36 14.89
27 H 8.85 18.25 16.49
28 H 10.19 19.80 17.75
29 H 12.62 20.03 17.42
30 H 13.65 18.79 15.46
31 C 18.30 13.93 11.54
32 N 17.66 13.33 12.71
33 C 17.05 13.97 13.75
34 N 16.56 13.07 14.59
35 C 16.82 11.91 13.97
36 N 17.54 11.98 12.87
37 C 17.53 13.63 10.28
38 C 17.61 12.34 9.70
39 C 17.03 12.11 8.46
40 C 16.40 13.08 7.75
41 C 16.29 14.33 8.30
42 C 16.86 14.58 9.55
43 C 15.64 15.37 7.52
44 N 15.69 15.55 6.25
45 N 14.74 16.43 5.91
46 C 14.22 16.83 6.97
47 O 14.70 16.15 8.06
48 C 13.07 17.77 7.27
49 C 12.89 18.93 6.54
50 C 11.78 19.77 6.87
51 C 11.04 19.47 8.01
52 C 11.38 18.40 8.78
53 C 10.87 18.20 10.21
54 N 12.04 17.91 11.03
55 C 12.63 16.70 11.19
56 N 13.90 16.89 11.51
57 C 14.05 18.21 11.56
58 N 12.92 18.90 11.24
59 C 12.26 17.50 8.37
60 H 19.30 13.58 11.39
61 H 18.29 15.03 11.74
62 H 17.04 15.01 13.87
63 H 16.59 10.94 14.45
64 H 18.15 11.55 10.12
65 H 17.03 11.07 8.13
66 H 15.99 12.85 6.79
67 H 16.77 15.59 9.93
68 H 13.67 19.19 5.80
69 H 11.59 20.71 6.41
70 H 10.30 20.20 8.39
71 H 10.13 17.40 10.29
72 H 10.39 19.17 10.52
73 H 12.01 15.85 11.13
74 H 14.94 18.77 11.85
75 H 12.44 16.59 8.94
76 C 12.89 10.15 11.39
77 C 12.32 8.83 11.89
78 C 13.45 7.78 11.95
79 C 11.47 8.88 13.18
80 N 12.18 9.51 14.29
81 C 12.04 10.76 14.74
82 N 12.81 10.91 15.83
83 N 13.39 9.71 15.96
84 N 13.02 8.87 15.06
85 H 13.29 9.95 10.41
86 H 13.62 10.62 12.03
87 H 12.06 10.80 11.22
88 H 11.55 8.60 11.13
89 H 14.22 8.06 12.71
90 H 13.86 7.71 10.91
91 H 13.02 6.79 12.22
92 H 11.30 7.84 13.51
93 H 10.53 9.41 13.11
94 H 11.40 11.50 14.31

The HOMO-LUMO gap (alpha / beta) is 0.2533 / 0.1790 Ha. As for the total charge: -1. The spin multiplicity is 2. Its energy above the lowest of the compared OMol25 structures with the same formula, charge and spin is 3.1 kcal per mole.

These are the Mulliken partial charges, in e, on atoms 1 to 6: 0.176, -0.691, 0.526, -0.429, -0.393, -1.005